Entry 1:
This record from the Open Molecules 2025 dataset describes a molecular structure, C43H37AsClInN6O at a distorted geometry. The level of theory is ωB97M-V/def2-TZVPD.

## Properties
- Net charge: +2
- E_LUMO: -0.1797 hartree
- Strongest force on any atom: 1.20 eV Å⁻¹
- Kohn-Sham gap: 7.22 eV

Element x y z (Å)
In -0.66618 -0.83500 -0.37399
As 0.39752 2.15180 -1.68029
Cl -0.11158 -5.73780 -3.81089
O -0.68918 1.09130 -0.95219
N -2.81248 -1.04040 -0.47739
N -0.60718 -0.98910 1.66101
N -0.76018 -3.10720 -0.95079
N 1.45162 -1.26890 -0.55219
N 1.87892 -2.12820 0.38071
N -3.37608 -1.05720 0.73561
C -3.59468 1.50540 3.36181
C -1.60108 -0.20460 2.26141
C -0.96848 -5.25010 0.04921
C 2.31002 1.46100 0.35811
C -0.34578 5.66450 0.44071
C 4.55902 2.13920 -1.12279
C -1.31418 0.70980 3.28271
C 0.29852 1.86380 -3.59199
C -0.49858 0.54890 -5.43499
C -0.14528 3.94780 -1.21599
C 4.68592 1.72270 0.19141
C 3.56652 1.37050 0.93001
C -4.72918 -2.16340 -0.60319
C 2.76122 -2.77370 -1.53879
C -0.64278 4.80550 -2.18949
C -0.82988 6.52930 -0.52969
C 0.98272 2.69930 -4.47159
C -2.28228 1.53090 3.82401
C -2.92938 -0.22780 1.79631
C 2.17902 1.89010 -0.95639
C 3.73862 -3.01920 4.79041
C 2.67252 -3.05280 -0.18799
C 1.97502 -1.64990 -1.72279
C 2.69762 -2.44960 2.58461
C 2.59952 -2.53030 3.95911
C -0.97958 6.10310 -1.83969
C -0.48818 -3.67450 -2.11839
C 0.00952 4.37090 0.09911
C 0.34682 -1.70500 3.75931
C -4.65118 2.41940 3.89121
C 3.30262 2.22850 -1.70129
C -3.89138 0.62090 2.33731
C -0.45738 0.80430 -4.07499
C -1.00918 -3.86960 0.10871
C -3.61358 -1.71640 -1.30099
C 0.22222 1.34890 -6.30709
C -0.67078 -5.85900 -1.15779
C -4.54458 -1.71270 0.68991
C 0.45642 -1.51770 2.36821
C 1.64842 -1.99830 1.77321
C -0.44298 -5.05730 -2.27469
C 1.37572 -2.18520 4.53061
C 0.94722 2.42970 -5.83009
H 1.23762 -2.28850 5.59551
H -5.55868 -2.72680 -0.98059
H -4.88998 0.59780 1.92441
H 1.48282 3.06410 -6.51809
H -4.31238 2.94870 4.77721
H -5.16788 -1.83550 1.55591
H -1.16868 -5.83510 0.93191
H 5.43562 2.38970 -1.70009
H 0.21032 1.13420 -7.36319
H 3.70112 -4.10530 4.86931
H -0.29848 -3.01870 -2.95849
H -1.09138 7.54090 -0.26229
H 5.66142 1.67110 0.64821
H -0.61918 -6.93210 -1.24199
H -0.24368 5.99980 1.46071
H -1.02908 0.19580 -3.37299
H 3.12462 -3.85600 0.35731
H -1.08808 -0.27070 -5.81369
H 1.42042 1.18770 0.92551
H -3.36548 -1.82570 -2.34239
H -1.36128 6.77640 -2.59069
H -4.90978 3.15610 3.13081
H 3.19562 2.54960 -2.73069
H 0.39802 3.68270 0.84501
H -5.55808 1.86710 4.13021
H 1.52072 3.56260 -4.09099
H 3.68502 -2.61610 5.79781
H 3.63172 -2.72210 2.11641
H 3.32062 -3.31570 -2.27159
H 4.69212 -2.75020 4.34251
H -2.00708 2.21970 4.60831
H 1.76572 -1.08160 -2.61569
H -1.24078 -3.34610 1.02791
H -0.76728 4.45010 -3.20829
H 3.67552 1.03890 1.95111
H -0.59468 -1.47290 4.23141
H -0.29708 0.78940 3.63761

---

Entry 2:
This record from the Open Molecules 2025 dataset describes a molecular structure, C43H37BrN5O2ReS3Si2. The level of theory is ωB97M-V/def2-TZVPD.

## Properties
- Net charge: +1
- E_LUMO (spin up / spin down): -0.1107 / -0.1341 hartree
- Strongest force on any atom: 0.70 eV Å⁻¹
- Kohn-Sham gap (spin up / spin down): 4.96 / 6.35 eV
- 2S+1: 4

Element x y z (Å)
Re -0.09847 0.17106 -0.13638
Br 1.56277 1.53367 -4.67240
S -0.06593 7.26983 -0.10016
S -3.87274 2.20338 -2.05209
S 4.07989 -4.05272 -0.01247
Si -2.01121 -2.87017 -0.43802
Si -0.20272 -0.76219 2.12092
O 0.78667 -3.73514 -1.05446
O -0.57654 -1.96154 -0.95465
N 3.33448 -2.05456 -3.78888
N -2.13188 0.93051 -0.59933
N 0.53111 2.10245 0.03551
N 1.98471 -0.10011 -0.12419
N -1.33675 1.73148 -2.68499
C -4.38792 1.64664 -0.48720
C 1.86198 -0.19677 -3.97004
C -2.01780 5.66896 0.14716
C 3.05569 -0.84016 -4.25360
C 4.05190 1.15565 -0.43678
C -3.40110 -2.07051 -1.37471
C -2.89085 -3.15616 4.11320
C -1.62902 7.94437 0.00898
C 1.65363 4.63831 -0.27043
C -3.57470 -3.87597 3.14587
C 4.85903 -2.52064 -0.19202
C 0.48019 -2.68583 -1.51509
C 1.38885 -1.48982 2.78888
C -2.57601 6.97941 0.13956
C -5.64460 1.78411 0.08478
C -0.23124 3.23565 0.16572
C 4.65253 2.46021 -0.58648
C 2.73040 -1.21804 -0.07726
C -2.21172 -2.83525 1.40899
C 6.61553 -4.05855 -0.16961
C 0.26182 4.49769 -0.01951
C 6.21025 -2.69559 -0.26240
C 3.90877 3.58088 -0.53416
C -0.65507 5.65656 0.03234
C 4.76018 -0.02847 -0.45548
C 4.10733 -1.25105 -0.24626
C 0.92693 -0.80344 -3.15775
C -0.57432 0.70957 3.23282
C 2.45700 -2.62422 -2.96572
C -2.29507 1.56641 -1.74601
C -1.53031 -2.08674 2.38762
C -3.22468 -3.71908 1.81205
C -3.33082 1.01505 0.16339
C -3.53147 0.53568 1.44777
C -1.93994 -4.61640 -1.03555
C 5.56208 -4.90168 -0.02691
C -1.88471 -2.27764 3.72876
C 1.89943 2.25506 -0.18056
C 1.25881 -2.02126 -2.59340
C -4.77859 0.66750 2.03541
C 2.65639 1.09932 -0.25409
C -5.83404 1.28396 1.36042
C 2.47762 3.52513 -0.32504
H -3.76447 -4.30528 1.06563
H -1.26608 3.08380 0.44120
H 7.64685 -4.39057 -0.20462
H 1.26642 -1.66396 3.86693
H -4.14730 -2.84344 -1.60161
H -0.37291 1.79613 -2.39364
H -6.80391 1.37665 1.83809
H -1.36514 -1.71709 4.50472
H 4.37304 4.55745 -0.63832
H 2.70884 -3.59976 -2.56337
H -3.90647 -1.29163 -0.80821
H -2.93506 -5.05501 -0.89008
H -1.71232 -4.66613 -2.10548
H 6.91338 -1.87614 -0.36543
H 2.19630 -2.13744 0.12181
H -3.63639 7.18894 0.22615
H -4.93184 0.28097 3.03734
H 5.56891 -5.98032 0.06842
H 3.80527 -0.36669 -4.87855
H -6.44998 2.27353 -0.45167
H -3.05951 -1.65287 -2.32834
H -3.13768 -3.27500 5.16196
H -0.04643 -0.35911 -2.99784
H 2.08803 5.62628 -0.39222
H -1.76151 9.01804 -0.02885
H -4.36569 -4.56313 3.42500
H -1.56031 2.29208 -3.49283
H -1.20672 -5.21865 -0.49916
H -0.64505 0.38969 4.28239
H 5.83544 -0.00357 -0.60974
H 2.22807 -0.79649 2.65453
H 5.72806 2.51762 -0.73361
H -1.50420 1.22882 2.97458
H -2.73173 0.04109 1.97191
H -2.62299 4.77222 0.24359
H 0.24951 1.43161 3.16277
H 1.64983 -2.45145 2.33052

---

Entry 3:
This record from the Open Molecules 2025 dataset describes a molecular structure, C43H37F3IPSbSiTc. The level of theory is ωB97M-V/def2-TZVPD.

## Properties
- Net charge: +3
- E_LUMO (spin up / spin down): -0.3716 / -0.3941 hartree
- Strongest force on any atom: 0.60 eV Å⁻¹
- Relative energy (zero: lowest compared OMol25 entry of this formula, charge and spin): 0.0 kJ/mol
- Kohn-Sham gap (spin up / spin down): 5.83 / 5.45 eV
- 2S+1: 4

Element x y z (Å)
I 0.19371 -0.25538 2.90097
Sb -0.64524 2.71547 0.42117
Tc 0.36484 0.06251 0.31173
P -0.66948 -2.10670 0.14079
Si 2.79849 -0.76648 0.52671
F 1.96773 1.07006 -4.98730
F -4.51966 6.42807 -2.62733
F 3.56492 6.74478 2.41218
C -3.61381 -1.04051 -2.49975
C -2.00528 -4.19361 0.96654
C 0.51903 -2.69219 -2.31669
C 2.56342 4.64900 2.60362
C -2.78779 -0.38659 0.07646
C -1.13246 -4.38598 3.59234
C 1.26325 -3.47659 -3.18160
C -1.19742 -3.19213 1.47019
C 0.42624 1.73661 -1.25735
C -2.53842 -1.71283 -1.94055
C 0.28395 -3.11881 -1.00370
C 3.49503 0.78281 1.28541
C 2.22090 2.02585 -2.87603
C -4.25708 -0.02917 -1.78980
C -3.69529 5.60449 -2.00076
C -0.06131 -2.24533 3.55266
C 0.77600 4.09856 1.08042
C 0.21134 0.78039 -3.49051
C -3.85320 0.28986 -0.49814
C -1.93979 -5.39469 3.01735
C 1.58944 -5.09972 -1.43088
C 1.60809 3.75667 2.14862
C 3.02771 -2.25643 1.59901
C 3.21055 -1.04419 -1.26239
C -0.78195 -3.22878 2.83318
C -2.10812 -1.37570 -0.65175
C -2.85578 4.79844 -2.75415
C -3.69697 5.58025 -0.61545
C 0.88314 5.35622 0.48065
C 1.46941 1.28595 -3.78932
C 1.70110 2.24005 -1.62009
C -0.31044 1.01663 -2.22991
C 0.05018 -3.57759 5.54537
C 0.83163 -4.32796 -0.56442
C 1.83335 6.25589 0.92898
C 0.34955 -2.39839 4.84630
C -1.97710 3.89397 -0.70943
C -0.69706 -4.53679 4.93259
C -2.40052 -5.29211 1.73744
C -2.83356 4.71344 0.03012
C 1.79973 -4.68077 -2.74071
C -1.99284 3.93501 -2.10127
C 2.65838 5.88401 1.98007
H -2.19784 -6.25257 3.62830
H -0.35004 0.25714 -4.25706
H -1.33376 0.71269 -2.02725
H -2.50839 -0.16987 1.10301
H -1.32438 3.32519 -2.69578
H 2.46931 -0.64481 -1.95925
H 3.18303 2.42476 -3.17727
H -4.38301 1.04669 0.06631
H 0.38491 -3.69123 6.56769
H -5.09545 0.49117 -2.23652
H -4.36490 6.23199 -0.06676
H 1.94363 7.23963 0.48958
H 0.88836 -1.60902 5.35975
H 2.39621 -3.09253 1.29811
H 0.65048 -4.68418 0.44278
H -2.88119 4.86557 -3.83436
H 4.16619 -0.55116 -1.48267
H -0.97850 -5.43681 5.46541
H -2.83386 4.69486 1.11586
H 0.11442 -1.75135 -2.67020
H 2.37668 -5.29728 -3.41913
H -2.32740 -4.15489 -0.06971
H 3.18474 1.72346 0.82792
H 2.25943 2.84390 -0.91319
H 3.21682 4.42121 3.43653
H -2.05542 -2.50536 -2.49318
H 4.06812 -2.58471 1.47645
H 2.87688 -2.05000 2.66003
H 1.42280 -3.15213 -4.20314
H 1.50192 2.79933 2.64962
H 0.22391 5.63904 -0.33230
H -3.96395 -1.31356 -3.48780
H 3.31676 0.83647 2.36093
H -3.03572 -6.05374 1.30654
H 4.58413 0.70745 1.13921
H 2.00151 -6.04115 -1.08864
H 3.31300 -2.11372 -1.46145

---

Entry 4:
This record from the Open Molecules 2025 dataset describes a molecular structure, C43H37N6O3S4Sn at a distorted geometry. The level of theory is ωB97M-V/def2-TZVPD.

## Properties
- Net charge: +1
- E_LUMO: -0.1047 hartree
- Strongest force on any atom: 2.20 eV Å⁻¹
- Relative energy (zero: lowest compared OMol25 entry of this formula, charge and spin): 135.8 kJ/mol
- Kohn-Sham gap: 6.49 eV

Element x y z (Å)
Sn -1.10462 0.45961 -0.45820
S 5.39723 4.45873 -2.96967
S 0.11120 -2.76777 0.49671
S -3.17596 -0.24027 2.77322
S -3.13017 4.81115 -0.15404
O -1.27406 -2.04519 -2.07652
O -0.04663 -1.50552 1.25450
O -2.83755 0.03022 1.35374
N 1.27775 -1.51341 -1.62209
N 0.10341 1.58117 -2.31973
N 5.10268 3.70477 -1.57482
N 4.00772 4.09768 -3.70332
N -3.22969 1.15483 -1.72665
N 1.26003 1.28539 0.11603
C 2.25580 -2.81207 2.23098
C -3.66064 2.37632 -1.38296
C 3.89959 3.15018 -1.62902
C 3.29678 -1.80203 -3.49309
C 1.98733 -2.10981 -3.81394
C 3.27477 -5.21128 1.30257
C 2.53566 -1.24433 -1.31247
C -2.52361 -3.34654 1.11502
C -1.98218 0.66858 3.79399
C -0.15232 2.19758 3.97826
C -2.78016 3.14170 -0.55155
C 1.95269 2.85088 -3.14255
C -1.66538 4.90971 0.72117
C 1.30708 3.01533 -4.36888
C -1.18290 1.30800 5.95618
C 3.24513 2.41292 -0.59210
C 1.82649 1.06995 1.28363
C 1.58999 -3.51462 1.24375
C -0.22960 2.11672 5.35826
C -2.44377 -1.89014 3.17622
C 3.94779 -4.50627 2.28741
C 3.43512 -3.30890 2.75633
C 3.12065 1.47799 1.59804
C 3.25793 3.37941 -2.88013
C 0.06779 2.44055 -4.54394
C -1.03685 1.47283 3.19634
C 1.30619 2.12302 -2.12109
C -4.89085 2.86353 -1.85179
C 1.93966 1.93180 -0.83323
C -1.58514 2.70399 -0.03107
C -0.48370 1.72436 -3.48750
C -5.63658 2.10007 -2.72226
C 1.00523 -1.96712 -2.83456
C -2.06623 0.58380 5.17473
C -3.17840 -3.01462 2.45661
C -3.96577 0.42501 -2.54915
C -1.11934 -3.92870 1.27749
C 2.09722 -4.71314 0.77034
C 3.83978 2.16750 0.64732
C -0.96007 3.74505 0.69753
C -5.15883 0.84868 -3.09797
C -0.41706 -2.36905 -3.14200
C 3.58700 -1.38676 -2.20068
H 3.67152 -6.15003 0.94914
H -3.56164 -0.54807 -2.79157
H -1.00555 -4.86996 0.74602
H 1.57672 -5.25650 -0.00397
H -3.16007 -4.04601 0.56978
H -2.50811 -1.99623 4.25577
H -0.43464 -3.45576 -3.32515
H 1.72690 -2.45060 -4.80433
H -1.44927 1.25337 -3.57171
H -5.23346 3.83563 -1.53175
H -1.41691 5.82526 1.22252
H -3.19204 -3.91271 3.07876
H -1.00658 1.52759 2.11864
H 4.87347 -4.88862 2.68813
H -0.00727 3.64167 1.19143
H -1.24198 1.24882 7.03156
H 0.45445 2.69020 5.96405
H 3.95284 -2.76235 3.52858
H 1.79874 3.58698 -5.14106
H 3.54393 1.25522 2.56445
H 2.70547 -0.91402 -0.29763
H -5.70195 0.23379 -3.79778
H 4.60057 -1.18288 -1.89355
H -0.84933 -4.07331 2.32053
H -2.46108 -2.42463 0.53102
H -6.57246 2.47152 -3.10910
H -0.73380 -1.86198 -4.06725
H -0.46370 2.53267 -5.47779
H 1.83477 -1.88003 2.57664
H 1.21601 0.53738 1.99652
H -2.14090 -2.42873 -2.23738
H -4.21815 -2.72756 2.28375
H -1.40373 -1.82708 2.86462
H -2.81188 -0.04357 5.63521
H 4.07721 -1.89679 -4.23300
H 4.84101 2.52786 0.82408
H 0.58321 2.83797 3.51239

---

Entry 5:
This record from the Open Molecules 2025 dataset describes 3 unconnected molecules or ions with the total composition C43H38BN6O9 at a distorted geometry. The level of theory is ωB97M-V/def2-TZVPD.

## Properties
- Net charge: +1
- E_LUMO: -0.1826 hartree
- Strongest force on any atom: 7.95 eV Å⁻¹
- Kohn-Sham gap: 5.66 eV

Element x y z (Å)
O 8.85693 4.73158 -2.32977
O -5.59255 -4.86643 4.22697
O -3.76034 -2.99786 4.52225
O -9.03443 -0.65021 0.33812
O 9.35352 6.03384 2.82443
O -2.22538 -3.55150 1.84658
O -3.30655 -5.36722 5.26825
O 5.50156 1.56906 -2.02869
O 0.57255 -0.02059 -0.73016
N -6.02730 -0.89556 2.41535
N -9.31116 -2.38484 -1.43286
N -5.51022 -1.54686 3.48815
N -2.93274 -3.49077 -2.85089
N -3.51948 -4.60308 -0.75547
N -1.27543 -3.42420 -1.06781
C -2.79847 -3.39917 -1.31594
C 2.31310 4.15622 -2.85715
C 8.33744 4.63986 1.23073
C -4.29466 -2.35426 3.27197
C -4.06538 -1.87648 0.62139
C -11.67308 -4.22502 1.51904
C 10.51031 6.90037 -1.71794
C -3.41095 -1.94576 -0.88129
C 7.31360 3.29208 -0.49785
C 11.30367 7.98672 -1.34608
C -9.40399 -5.92999 0.83394
C 1.70551 0.35646 -1.00299
C 8.18705 4.31824 -0.11763
C -5.36912 -1.01295 1.08638
C -11.15287 -3.12542 0.40406
C 6.77259 2.88875 1.82284
C 3.21101 2.08342 -1.98366
C 7.63726 3.91564 2.20436
C 2.87472 -0.47831 -0.66211
C 5.26006 -0.88612 -0.71512
C 1.92119 1.65682 -1.66979
C 3.40781 3.33827 -2.57283
C 9.92585 6.52774 0.60122
C 5.07147 -2.09211 -0.03847
C -6.95761 -1.04130 -1.15804
C -8.49924 -1.33345 -0.67879
C 9.21811 5.75298 1.63994
C -6.08104 -0.11138 -0.13135
C -10.76918 -5.61027 1.68610
C 0.82249 2.47177 -1.97213
C 9.81230 6.17560 -0.74284
C 3.78812 -2.48871 0.33648
C 2.68891 -1.68673 0.02202
C 4.16002 -0.07308 -1.01877
C -3.41419 -2.68695 1.93797
C 1.02120 3.71912 -2.56571
C 10.71850 7.62216 0.97109
C -9.76755 -3.43037 -0.43943
C 11.40192 8.35212 -0.00380
C 6.60350 2.58339 0.47260
C 8.94750 5.05051 -1.14983
C -8.86645 -4.81750 -0.26923
C 4.37350 1.21756 -1.70291
B -4.25717 -4.38258 4.64057
H -7.02937 -0.44644 -2.18389
H -4.50286 -4.64382 -1.15733
H -2.58018 -1.12248 -0.93445
H -0.18840 2.13955 -1.74244
H 12.01267 9.20476 0.28507
H -12.65506 -4.00450 2.15989
H 2.46880 5.13374 -3.30814
H 6.22618 2.33034 2.57977
H -1.43273 -2.94969 1.73102
H -1.01205 -2.65463 -0.38755
H -0.81099 -3.17572 -1.97944
H -3.79441 -4.01440 -3.11904
H 5.92715 -2.72011 0.19995
H 10.43453 6.62400 -2.76830
H -3.83406 -6.14842 5.61611
H -6.88834 -0.28949 2.55340
H 4.41312 3.68393 -2.80790
H 1.68991 -2.00521 0.31558
H 5.91995 1.79149 0.17453
H -8.75291 -6.90393 0.96992
H -11.15854 -6.38617 2.48031
H -11.76903 -2.12085 0.25155
H 7.76001 4.15206 3.25986
H 10.80309 7.91211 2.01721
H 3.64209 -3.42412 0.87236
H -3.03202 -5.43618 -1.20450
H -2.91070 -2.52202 -3.24965
H -5.40009 -5.49774 3.45650
H 7.18047 3.04469 -1.54974
H 11.84169 8.55069 -2.10495
H -6.77221 0.69877 0.37103
H 0.16736 4.35267 -2.79570
H -7.90279 -4.97350 -0.92970
H -5.21069 0.46409 -0.68167
H -4.25476 -1.68670 -1.68591
H -6.45722 -2.08930 -1.36130
H -8.71970 -2.84004 -2.16755
H 6.26542 -0.58067 -1.00032

---

Which of these has the highest strongest force on any atom?
C43H38BN6O9